[1]
Molecular formula: C11H42O10
Method: DFT, ωB97M-V with the def2-TZVPD basis set

Values from the calculation:
**Energy**: -1196.60031 hartree
**Strongest force on any atom**: 1.647 eV Å⁻¹
**HOMO**: -9.246 eV
**SMILES**: CCO.CCO.CCO.CO.CO.CO.CO.CO.O.O

Positions of all 63 atoms, in Å:
C1 -8.19 -4.03 2.39
O1 -8.51 -4.09 1.01
H1 -8.75 -3.23 2.88
H2 -8.41 -4.98 2.88
H3 -7.12 -3.81 2.53
H4 -8.33 -3.21 0.63
C2 -5.31 -1.17 2.92
O2 -4.59 -2.35 2.54
H5 -4.69 -0.54 3.56
H6 -5.59 -0.64 2.02
H7 -6.16 -1.44 3.55
H8 -4.47 -2.87 3.34
C3 -2.41 -2.83 -2.65
O3 -3.52 -1.96 -2.52
H9 -1.99 -3.14 -1.69
H10 -2.68 -3.69 -3.26
H11 -1.60 -2.33 -3.20
H12 -3.17 -1.10 -2.19
C4 -1.39 -1.60 1.80
O4 -0.62 -0.75 0.96
H13 -0.75 -2.19 2.45
H14 -2.07 -1.03 2.44
H15 -1.94 -2.29 1.16
H16 0.09 -0.35 1.48
C5 -6.52 -6.51 0.01
O5 -7.77 -6.79 0.60
H17 -5.81 -7.32 0.20
H18 -6.58 -6.50 -1.08
H19 -6.05 -5.59 0.38
H20 -8.21 -5.94 0.76
O6 -4.15 -3.49 -0.01
H21 -4.25 -2.79 -0.68
H22 -4.40 -3.08 0.84
O7 -1.48 -4.87 0.86
H23 -1.58 -4.85 1.82
H24 -2.26 -4.40 0.52
C6 -5.37 -6.55 -3.90
C7 -5.13 -5.35 -3.02
O8 -4.15 -5.70 -2.06
H25 -6.02 -6.31 -4.75
H26 -5.83 -7.36 -3.33
H27 -4.47 -7.00 -4.33
H28 -6.07 -5.09 -2.53
H29 -4.87 -4.46 -3.62
H30 -4.23 -5.05 -1.34
C8 -4.00 0.53 0.19
C9 -3.06 1.09 -0.86
O9 -2.15 0.11 -1.34
H31 -4.56 1.28 0.76
H32 -3.41 -0.04 0.91
H33 -4.72 -0.15 -0.26
H34 -2.47 1.93 -0.47
H35 -3.64 1.47 -1.71
H36 -1.59 -0.14 -0.58
C10 -7.56 -2.52 -1.90
C11 -7.74 -1.19 -1.20
O10 -8.07 -1.42 0.18
H37 -7.48 -2.34 -2.98
H38 -8.42 -3.18 -1.80
H39 -6.64 -3.01 -1.57
H40 -8.63 -0.73 -1.65
H41 -6.86 -0.56 -1.35
H42 -8.15 -0.57 0.61

Partial charges, Löwdin, in e: -0.142, -0.143, 0.081, 0.085, 0.067, 0.037, -0.118, -0.145, 0.084, 0.057, 0.082, 0.098, -0.148, -0.158, 0.073, 0.071, 0.084, 0.038, -0.135, -0.118, 0.089, 0.069, 0.055, 0.092, -0.166, -0.121, 0.085, 0.055, 0.068, 0.026, -0.069, 0.029, 0.020, -0.062, 0.029, -0.010, -0.086, -0.347, -0.079, 0.073, 0.070, 0.075, 0.082, 0.103, 0.037, -0.078, -0.279, -0.093, 0.082, 0.053, 0.061, 0.115, 0.117, 0.061, -0.076, -0.275, -0.099, 0.087, 0.086, 0.058, 0.115, 0.101, 0.093



[2]
Molecular formula: C11H44N22O11
Method: DFT, ωB97M-V with the def2-TZVPD basis set

Values from the calculation:
**Energy**: -2478.30042 hartree
**Strongest force on any atom**: 2.920 eV Å⁻¹
**HOMO**: -8.980 eV
**SMILES**: NC(N)=O.NC(N)=O.NC(N)=O.NC(N)=O.NC(N)=O.NC(N)=O.NC(N)=O.NC(N)=O.NC(N)=O.NC(N)=O.NC(N)=O

Positions of all 88 atoms, in Å:
C1 -2.09 -7.62 -5.05
O1 -2.20 -7.05 -3.96
N1 -0.86 -8.03 -5.48
N2 -3.10 -7.58 -5.95
H1 -0.69 -8.65 -6.24
H2 -0.14 -7.84 -4.81
H3 -3.82 -6.88 -5.83
H4 -2.87 -7.92 -6.86
C2 -6.62 -6.88 -5.48
O2 -5.93 -6.39 -6.37
N3 -6.14 -7.28 -4.27
N4 -7.88 -7.37 -5.77
H5 -6.62 -7.94 -3.70
H6 -5.17 -7.06 -4.08
H7 -8.21 -7.32 -6.71
H8 -8.34 -7.89 -5.05
C3 -4.34 0.08 -6.73
O3 -5.55 0.09 -6.59
N5 -3.52 -0.77 -6.04
N6 -3.66 0.89 -7.63
H9 -3.98 -1.32 -5.30
H10 -2.58 -0.93 -6.34
H11 -4.20 1.53 -8.17
H12 -2.79 0.54 -7.98
C4 -3.98 -3.55 -3.52
O4 -4.25 -2.39 -3.90
N7 -3.40 -4.41 -4.39
N8 -4.15 -3.99 -2.27
H13 -3.17 -4.19 -5.36
H14 -3.26 -5.36 -4.09
H15 -3.86 -4.92 -2.03
H16 -4.35 -3.29 -1.57
C5 0.09 -4.41 -8.86
O5 -0.30 -3.36 -9.32
N9 1.11 -5.14 -9.43
N10 -0.50 -5.02 -7.80
H17 1.68 -4.72 -10.14
H18 1.60 -5.77 -8.82
H19 -0.16 -5.84 -7.33
H20 -1.33 -4.64 -7.39
C6 -4.41 -9.40 -2.09
O6 -3.83 -10.19 -2.82
N11 -3.94 -8.15 -1.83
N12 -5.54 -9.76 -1.39
H21 -3.06 -7.87 -2.25
H22 -4.51 -7.41 -1.47
H23 -6.06 -9.14 -0.81
H24 -5.72 -10.72 -1.65
C7 -6.81 -2.56 0.60
O7 -6.43 -3.51 -0.08
N13 -5.97 -1.54 0.93
N14 -8.14 -2.39 0.95
H25 -5.02 -1.72 0.59
H26 -6.33 -0.76 1.45
H27 -8.72 -2.95 0.35
H28 -8.42 -1.52 1.35
C8 -8.17 -3.16 -3.40
O8 -8.77 -2.26 -3.93
N15 -8.01 -4.42 -3.99
N16 -7.65 -3.14 -2.14
H29 -7.12 -4.87 -3.89
H30 -8.52 -4.71 -4.79
H31 -7.05 -3.89 -1.84
H32 -7.55 -2.28 -1.64
C9 -4.12 -3.35 -7.60
O9 -3.09 -3.77 -7.06
N17 -5.28 -3.17 -6.95
N18 -4.02 -2.83 -8.85
H33 -5.34 -3.54 -6.02
H34 -6.08 -2.91 -7.50
H35 -3.09 -2.85 -9.23
H36 -4.78 -2.61 -9.47
C10 -3.31 -0.59 -0.79
O10 -3.51 -1.73 -0.38
N19 -3.14 -0.37 -2.12
N20 -3.21 0.53 -0.01
H37 -2.95 0.53 -2.51
H38 -3.30 -1.20 -2.69
H39 -2.78 1.32 -0.46
H40 -3.48 0.55 0.95
C11 -5.27 1.99 -3.37
O11 -4.85 2.46 -2.31
N21 -5.72 2.78 -4.41
N22 -5.38 0.67 -3.62
H41 -6.10 2.31 -5.21
H42 -5.61 3.77 -4.35
H43 -5.38 -0.05 -2.92
H44 -5.73 0.46 -4.55

Partial charges, Löwdin, in e: -0.636, -0.033, 0.163, 0.194, 0.102, 0.109, 0.060, 0.107, -0.674, 0.011, 0.175, 0.156, 0.094, 0.070, 0.105, 0.093, -0.675, -0.011, 0.168, 0.147, 0.052, 0.102, 0.094, 0.088, -0.628, -0.054, 0.191, 0.201, 0.060, 0.045, 0.097, 0.068, -0.683, 0.016, 0.134, 0.162, 0.095, 0.084, 0.079, 0.058, -0.700, 0.028, 0.153, 0.142, 0.069, 0.088, 0.091, 0.103, -0.663, -0.030, 0.170, 0.153, 0.060, 0.095, 0.096, 0.090, -0.663, 0.037, 0.141, 0.148, 0.053, 0.081, 0.065, 0.088, -0.645, -0.042, 0.211, 0.180, 0.086, 0.116, 0.097, 0.102, -0.640, -0.019, 0.173, 0.175, 0.095, 0.070, 0.096, 0.099, -0.680, -0.011, 0.154, 0.173, 0.082, 0.095, 0.089, 0.063



[3]
Molecular formula: C11H44N6O11
Method: DFT, ωB97M-V with the def2-TZVPD basis set

Values from the calculation:
**Energy**: -1601.70590 hartree
**Strongest force on any atom**: 1.615 eV Å⁻¹
**HOMO**: -8.885 eV
**SMILES**: NC(N)=O.NC(N)=O.NC(N)=O.CO.CO.CO.CO.CO.CO.CO.CO

Positions of all 72 atoms, in Å:
C1 3.04 -0.42 0.53
O1 2.91 -0.51 1.93
H1 2.33 -1.03 -0.03
H2 2.84 0.62 0.24
H3 4.07 -0.64 0.24
H4 2.65 -1.38 2.24
C2 3.45 -3.80 -1.16
O2 2.07 -3.57 -0.99
H5 3.87 -3.11 -1.89
H6 4.01 -3.67 -0.23
H7 3.64 -4.82 -1.50
H8 1.87 -3.46 -0.04
C3 -3.92 -1.24 -0.30
O3 -3.09 -1.38 0.85
H9 -4.89 -1.69 -0.08
H10 -4.12 -0.19 -0.53
H11 -3.51 -1.76 -1.16
H12 -3.62 -1.44 1.64
C4 -0.58 0.42 3.45
O4 0.55 1.16 2.97
H13 -0.28 -0.61 3.68
H14 -0.90 0.85 4.40
H15 -1.33 0.36 2.67
H16 1.10 0.55 2.47
C5 -1.51 3.49 -3.01
O5 -1.71 4.06 -1.72
H17 -1.96 4.14 -3.77
H18 -0.44 3.37 -3.20
H19 -1.95 2.48 -3.06
H20 -0.89 3.90 -1.24
C6 1.48 0.64 -4.24
O6 1.84 0.53 -5.62
H21 1.45 -0.29 -3.68
H22 2.21 1.32 -3.80
H23 0.49 1.10 -4.20
H24 1.32 -0.17 -6.03
C7 1.71 4.02 0.53
O7 1.01 3.80 -0.66
H25 1.33 4.91 1.04
H26 1.63 3.19 1.25
H27 2.79 4.17 0.41
H28 1.06 2.87 -0.92
C8 -1.08 -4.45 -2.37
O8 -0.80 -3.86 -1.12
H29 -1.45 -5.48 -2.27
H30 -1.90 -3.90 -2.84
H31 -0.22 -4.46 -3.04
H32 0.13 -4.03 -0.94
C9 -0.32 0.41 -0.88
O9 0.51 1.23 -1.26
N1 -1.47 0.76 -0.25
N2 -0.17 -0.92 -1.11
H33 -1.89 0.12 0.41
H34 -1.52 1.75 0.01
H35 -0.91 -1.57 -0.94
H36 0.72 -1.31 -1.36
C10 0.56 -3.13 2.38
O10 1.46 -3.10 1.54
N3 -0.72 -2.84 2.08
N4 0.80 -3.62 3.63
H37 -1.42 -2.88 2.79
H38 -0.97 -2.60 1.14
H39 0.05 -3.75 4.28
H40 1.69 -4.01 3.87
C11 -1.84 4.01 2.00
O11 -2.38 3.25 1.21
N5 -2.24 5.31 2.12
N6 -0.85 3.65 2.87
H41 -1.95 5.98 2.81
H42 -2.88 5.66 1.44
H43 -0.46 4.30 3.52
H44 -0.47 2.72 2.79

Partial charges, Löwdin, in e: -0.132, -0.123, 0.048, 0.077, 0.084, 0.052, -0.145, -0.171, 0.080, 0.082, 0.076, 0.011, -0.127, -0.159, 0.084, 0.083, 0.079, 0.087, -0.133, -0.142, 0.058, 0.085, 0.065, 0.052, -0.164, -0.139, 0.071, 0.069, 0.069, 0.020, -0.156, -0.131, 0.062, 0.080, 0.067, 0.065, -0.170, -0.136, 0.073, 0.065, 0.075, 0.030, -0.143, -0.149, 0.075, 0.075, 0.083, 0.038, -0.619, 0.002, 0.198, 0.194, 0.050, 0.072, 0.060, 0.078, -0.622, -0.005, 0.200, 0.173, 0.106, 0.076, 0.100, 0.112, -0.659, 0.020, 0.150, 0.173, 0.089, 0.103, 0.100, 0.047